51
Properties=species:S:1:pos:R:3 method="wB97M-V/def2-TZVPD" homo_lumo_gap_ev="5.5 / 5.7" de_lowest_ev=0.311 spin_multiplicity=6 s2=8.75 total_charge=-2 lumo_energy_ev="4.120 / 4.120" homo_energy_ev="-1.38 / -1.60"
Mn -0.4067 -1.1622 0.2676
Cl -6.9089 1.8784 -2.9219
C -5.4423 1.1689 -2.3097
C -4.2705 1.2046 -3.0587
Cl -4.2815 1.9593 -4.6253
C -3.0916 0.6512 -2.5673
Cl -1.6578 0.7439 -3.5102
C -3.0156 0.0189 -1.2814
O -1.9430 -0.4706 -0.7847
C -4.2499 -0.0080 -0.5607
Cl -4.2248 -0.7673 0.9627
C -5.4135 0.5534 -1.0617
Cl -6.8700 0.4920 -0.1160
N -1.6047 2.1277 0.9823
C -0.3702 2.0160 1.4676
N 0.1881 3.0731 2.0704
C 1.4044 2.8277 2.5092
N 2.0430 3.8596 3.1607
N 2.0676 1.6651 2.4276
C 1.4039 0.6969 1.8268
N 0.2189 0.8210 1.3192
C 2.1037 -0.6473 1.6999
C 3.3700 -0.8174 2.2062
C 4.0366 -2.0184 1.9905
C 3.3854 -3.0093 1.3073
C 2.0900 -2.7685 0.8814
N 1.4725 -1.6117 1.0699
H -2.0416 3.0270 0.9340
H -1.9871 1.3288 0.4865
H 1.7015 4.7697 2.8993
H 3.0423 3.7579 3.1863
H 3.8074 0.0119 2.7456
H 5.0470 -2.1683 2.3507
H 3.8537 -3.9675 1.1194
H 1.5039 -3.5241 0.3711
O 0.4649 -2.0944 -1.9250
C 1.1348 -1.0845 -2.1492
C 2.1051 -0.9260 -3.3226
C 2.8398 0.3635 -2.9589
C 1.9859 0.9453 -1.8113
O 2.1513 2.0875 -1.3767
N 1.0793 0.0302 -1.3840
H 1.5189 -0.8311 -4.2395
H 2.7412 -1.8080 -3.4099
H 2.9215 1.0944 -3.7651
H 3.8423 0.1680 -2.5699
O -0.4204 -3.1447 3.2476
S -1.5722 -2.6973 2.4482
O -1.5097 -1.2141 2.1904
O -2.8611 -3.0854 3.0140
S -1.3817 -3.5159 0.5670

42
Properties=species:S:1:pos:R:3 method="wB97M-V/def2-TZVPD" homo_lumo_gap_ev=6.8 de_lowest_ev=0.129 total_charge=-1 lumo_energy_ev=2.314 homo_energy_ev=-4.50
Ir -0.0416 0.4835 -0.4554
O -2.0619 -3.0137 -0.0771
C -1.6031 -1.8743 -0.1091
N -0.3279 -1.4746 -0.1861
C 0.7975 -2.2422 -0.5328
C 0.8081 -3.6211 -0.7001
C 1.9893 -4.2599 -1.0654
C 3.1542 -3.5360 -1.2533
C 3.1580 -2.1545 -1.0813
C 1.9906 -1.5018 -0.7287
N 1.8921 -0.1143 -0.4490
C 2.7205 0.4529 0.4421
O 3.8995 0.2122 0.6766
C 1.9509 1.3797 1.3577
C 2.5791 2.2004 2.2771
C 1.8106 2.9178 3.1735
C 0.4294 2.7705 3.1421
C -0.1338 1.9278 2.2064
N 0.6107 1.2481 1.3280
C -2.5719 -0.6891 -0.1050
C -3.9324 -0.9101 -0.0199
C -4.7963 0.1720 -0.0926
C -4.2762 1.4449 -0.2636
C -2.9025 1.5992 -0.3472
N -2.0796 0.5585 -0.2497
H -0.1057 -4.1740 -0.5434
H 1.9894 -5.3343 -1.2045
H 4.0693 -4.0411 -1.5369
H 4.0584 -1.5732 -1.2144
H 3.6591 2.2414 2.2549
H 2.2745 3.5801 3.8929
H -0.2113 3.3046 3.8297
H -1.2028 1.7792 2.1359
H -4.2698 -1.9317 0.0835
H -5.8669 0.0219 -0.0356
H -4.9167 2.3109 -0.3526
H -2.4243 2.5553 -0.5236
O -1.1648 2.7198 -3.6040
Se -0.0027 1.9167 -2.8402
O -0.5161 0.3181 -2.4622
O 0.1325 2.4388 -1.2194
O 1.4345 1.8920 -3.5471

46
Properties=species:S:1:pos:R:3 method="wB97M-V/def2-TZVPD" homo_lumo_gap_ev="4.4 / 4.4" de_lowest_ev=0.000 lumo_energy_ev="-2.776 / -2.764" homo_energy_ev="-7.14 / -7.14"
Tc 0.2522 -0.0838 0.0541
O -0.3386 3.4152 -1.7058
C -0.6112 2.3481 -1.2443
N 0.0822 1.1238 -1.4962
C 0.1421 0.6425 -2.7559
C -0.0623 1.3471 -3.9668
C 0.1017 0.6593 -5.1304
C 0.4638 -0.7184 -5.1430
C 0.6394 -1.4271 -3.9918
C 0.4378 -0.7470 -2.7683
N 0.4875 -1.2554 -1.5181
C 1.1925 -2.4766 -1.2898
O 0.9951 -3.5275 -1.8156
C 2.3104 -2.2012 -0.3347
C 3.3289 -3.1022 -0.1394
C 4.4068 -2.7068 0.6442
C 4.4134 -1.4277 1.1648
C 3.3275 -0.5913 0.9366
N 2.2800 -0.9783 0.2184
C -1.7836 2.0323 -0.3763
C -2.8522 2.8844 -0.2624
C -3.9967 2.4098 0.3695
C -4.0107 1.1072 0.8217
C -2.8673 0.3256 0.6988
N -1.7583 0.7904 0.1407
H -0.3232 2.3944 -3.9558
H -0.0616 1.1582 -6.0751
H 0.5511 -1.2184 -6.0966
H 0.8343 -2.4881 -4.0027
H 3.2676 -4.0722 -0.6123
H 5.2340 -3.3803 0.8223
H 5.2434 -1.0639 1.7531
H 3.2936 0.4133 1.3314
H -2.7903 3.8689 -0.7038
H -4.8724 3.0373 0.4631
H -4.8957 0.6758 1.2661
H -2.8476 -0.6997 1.0352
Se -0.5578 -1.9925 1.4179
Se -0.9904 -0.6908 3.3184
Te 1.1692 0.5883 3.5216
Se 1.0607 1.8856 1.3743
Se -5.2676 -0.7636 -3.5874
Sb -3.0875 -1.6716 -4.5184
Se -3.2395 0.3862 -2.9569
Se -2.2082 -3.5620 -3.3762
Se -2.6910 -1.0554 -6.7833

40
Properties=species:S:1:pos:R:3 method="wB97M-V/def2-TZVPD" homo_lumo_gap_ev="8.3 / 7.6" spin_multiplicity=2 s2=0.76 lumo_energy_ev="-0.736 / -1.917" homo_energy_ev="-9.07 / -9.52"
Hg 0.7064 -1.0396 -0.9016
F 0.9169 -2.5631 3.0030
Te -0.5866 -1.8203 1.9827
F -1.0573 -2.4118 0.0128
F -1.0072 -1.0470 3.6641
F -2.5304 -1.8862 1.9402
F 1.5301 -2.3883 0.3468
O -0.0583 -0.2571 1.2578
C 0.5784 -0.8218 -7.1311
C -0.7178 -0.6824 -6.6576
C -0.9419 -0.3443 -5.3304
C 0.1442 -0.1503 -4.4860
C 1.4453 -0.2988 -4.9523
C 1.6593 -0.6305 -6.2808
As -0.1450 0.3621 -2.6610
C -2.0089 0.5553 -2.3077
C -2.9392 -0.4442 -2.0859
C -4.2397 -0.0751 -1.7696
C -4.5771 1.2677 -1.6666
C -3.6266 2.2628 -1.8530
C -2.3218 1.9130 -2.1687
C -1.1782 2.8488 -2.3014
C -1.2434 4.2315 -2.1940
C -0.0838 4.9873 -2.2946
C 1.1491 4.3819 -2.5002
C 1.2324 3.0012 -2.6126
C 0.0728 2.2559 -2.5144
H 0.7487 -1.0856 -8.1665
H -1.5589 -0.8356 -7.3205
H -1.9531 -0.2277 -4.9608
H 2.2913 -0.1667 -4.2875
H 2.6695 -0.7462 -6.6498
H -2.6574 -1.4892 -2.1118
H -4.9819 -0.8374 -1.5770
H -5.5910 1.5438 -1.4089
H -3.9048 3.3008 -1.7271
H -2.1917 4.7235 -2.0232
H -0.1410 6.0638 -2.2036
H 2.0452 4.9839 -2.5633
H 2.1926 2.5232 -2.7608

What did the first record say?
51
Properties=species:S:1:pos:R:3 method="wB97M-V/def2-TZVPD" homo_lumo_gap_ev="5.5 / 5.7" de_lowest_ev=0.311 spin_multiplicity=6 s2=8.75 total_charge=-2 lumo_energy_ev="4.120 / 4.120" homo_energy_ev="-1.38 / -1.60"
Mn -0.4067 -1.1622 0.2676
Cl -6.9089 1.8784 -2.9219
C -5.4423 1.1689 -2.3097
C -4.2705 1.2046 -3.0587
Cl -4.2815 1.9593 -4.6253
C -3.0916 0.6512 -2.5673
Cl -1.6578 0.7439 -3.5102
C -3.0156 0.0189 -1.2814
O -1.9430 -0.4706 -0.7847
C -4.2499 -0.0080 -0.5607
Cl -4.2248 -0.7673 0.9627
C -5.4135 0.5534 -1.0617
Cl -6.8700 0.4920 -0.1160
N -1.6047 2.1277 0.9823
C -0.3702 2.0160 1.4676
N 0.1881 3.0731 2.0704
C 1.4044 2.8277 2.5092
N 2.0430 3.8596 3.1607
N 2.0676 1.6651 2.4276
C 1.4039 0.6969 1.8268
N 0.2189 0.8210 1.3192
C 2.1037 -0.6473 1.6999
C 3.3700 -0.8174 2.2062
C 4.0366 -2.0184 1.9905
C 3.3854 -3.0093 1.3073
C 2.0900 -2.7685 0.8814
N 1.4725 -1.6117 1.0699
H -2.0416 3.0270 0.9340
H -1.9871 1.3288 0.4865
H 1.7015 4.7697 2.8993
H 3.0423 3.7579 3.1863
H 3.8074 0.0119 2.7456
H 5.0470 -2.1683 2.3507
H 3.8537 -3.9675 1.1194
H 1.5039 -3.5241 0.3711
O 0.4649 -2.0944 -1.9250
C 1.1348 -1.0845 -2.1492
C 2.1051 -0.9260 -3.3226
C 2.8398 0.3635 -2.9589
C 1.9859 0.9453 -1.8113
O 2.1513 2.0875 -1.3767
N 1.0793 0.0302 -1.3840
H 1.5189 -0.8311 -4.2395
H 2.7412 -1.8080 -3.4099
H 2.9215 1.0944 -3.7651
H 3.8423 0.1680 -2.5699
O -0.4204 -3.1447 3.2476
S -1.5722 -2.6973 2.4482
O -1.5097 -1.2141 2.1904
O -2.8611 -3.0854 3.0140
S -1.3817 -3.5159 0.5670